C37H39AsCdO9P2S3 | wB97M-V/def2-TZVPD

Results
Total energy in eV: -173918.1796
E_LUMO in eV: 4.327
Largest force on an atom in eV/Å: 2.54
Energy relative to the best compared isomer or geometry (same formula, charge and spin) in eV: 1.484
HOMO-LUMO gap in eV: 6.3

Geometry as ORCA input:
```
! RIJCOSX wB97M-V def2-TZVPD def2/J DEFGRID3
* xyz -2 1
Cd -0.748 -0.168 1.286
S 2.112 2.714 1.912
P 1.585 2.092 0.112
C 0.473 0.792 -0.222
P -0.839 1.283 -1.287
S -2.397 2.307 -0.688
C -0.145 2.128 -2.783
C -0.609 3.375 -3.172
C -0.045 4.030 -4.253
C 0.991 3.441 -4.958
C 1.435 2.180 -4.596
C 0.865 1.526 -3.521
C -1.286 -0.231 -2.227
C -0.426 -1.319 -2.286
C -0.706 -2.377 -3.129
C -1.854 -2.363 -3.904
C -2.731 -1.294 -3.823
C -2.437 -0.221 -3.002
C 3.196 1.521 -0.622
C 4.376 2.197 -0.331
C 5.584 1.763 -0.843
C 5.631 0.648 -1.665
C 4.465 -0.043 -1.942
C 3.262 0.382 -1.409
C 1.370 3.678 -0.791
C 2.245 4.175 -1.747
C 2.056 5.444 -2.266
C 0.996 6.224 -1.838
C 0.127 5.735 -0.875
C 0.318 4.474 -0.347
H -1.418 3.818 -2.607
H -0.406 5.010 -4.539
H 1.445 3.957 -5.796
H 2.234 1.707 -5.154
H 1.195 0.533 -3.261
H 0.445 -1.340 -1.642
H -0.033 -3.226 -3.180
H -2.076 -3.200 -4.555
H -3.650 -1.302 -4.393
H -3.113 0.622 -2.932
H 4.332 3.058 0.323
H 6.495 2.294 -0.601
H 6.575 0.312 -2.076
H 4.498 -0.915 -2.580
H 2.350 -0.169 -1.585
H 3.064 3.564 -2.100
H 2.741 5.825 -3.013
H 0.850 7.215 -2.248
H -0.703 6.340 -0.538
H -0.350 4.083 0.411
C -0.157 1.620 4.213
O 0.347 0.502 3.528
C 1.626 0.105 3.958
C 1.831 -1.357 3.571
O 1.682 -1.523 2.172
C 1.612 -2.871 1.774
C 0.255 -3.524 2.081
O -0.733 -3.115 1.162
C -0.857 -3.927 0.021
H -0.341 1.372 5.270
H -1.102 1.873 3.731
H 0.536 2.468 4.133
H 1.696 0.183 5.057
H 2.385 0.751 3.491
H 1.078 -1.940 4.106
H 2.843 -1.689 3.868
H 2.423 -3.448 2.252
H 1.769 -2.861 0.689
H -0.098 -3.171 3.055
H 0.353 -4.621 2.090
H -1.274 -4.910 0.292
H 0.106 -4.075 -0.483
H -1.547 -3.409 -0.647
O -4.761 -0.424 1.318
As -3.749 -1.630 0.536
O -4.628 -2.240 -0.692
O -2.298 -1.039 0.068
C -3.641 -3.040 1.899
C -4.126 -4.294 1.546
C -4.124 -5.339 2.451
C -3.610 -5.145 3.725
C -3.118 -3.901 4.077
C -3.141 -2.859 3.167
S -2.405 -1.343 3.801
O -3.229 -0.985 4.947
O -1.067 -1.789 4.183
O -2.424 -0.291 2.772
H -4.143 0.014 1.913
H -4.513 -4.410 0.539
H -4.507 -6.311 2.164
H -3.599 -5.963 4.434
H -2.689 -3.716 5.051
*
```